(1)
{
  "formula": "CH9NO3",
  "method": "ωB97M-V/def2-TZVPD",
  "homo_lumo_gap_ev": 11.021,
  "smiles": "NCO.O.O",
  "lumo_energy_ev": 0.76,
  "fmax_ha_per_bohr": 0.0274,
  "e_homo_ha": -0.3771,
  "total_energy_ev": -8815.6071,
  "symbols": ["N", "C", "O", "H", "H", "H", "H", "H", "H", "H", "O", "H", "H", "O"],
  "coordinates": [[-1.332, -0.626, 0.278], [-0.820, -1.255, -0.913], [-0.093, -0.357, -1.701], [-2.108, -0.021, 0.029], [-1.736, -1.314, 0.899], [-1.603, -1.664, -1.568], [-0.239, -2.155, -0.664], [0.735, -0.128, -1.257], [2.459, 2.282, -0.676], [1.803, 1.222, 0.208], [2.295, 1.338, -0.612], [-0.117, 0.663, 1.298], [0.161, 1.145, 2.746], [0.595, 0.869, 1.933]]
}


(2)
{
  "formula": "C49H111IN5O13S",
  "method": "ωB97M-V/def2-TZVPD",
  "charge": 1,
  "homo_lumo_gap_ev": 8.494,
  "lumo_energy_ev": -2.28,
  "fmax_ha_per_bohr": 0.0612,
  "e_homo_ha": -0.3960,
  "total_energy_ev": -105605.1221,
  "symbols": ["C", "C", "C", "C", "N", "C", "C", "C", "C", "C", "S", "O", "O", "O", "N", "N", "C", "C", "C", "O", "C", "C", "N", "C", "N", "C", "C", "O", "I", "H", "H", "H", "H", "H", "H", "H", "H", "H", "H", "H", "H", "H", "H", "H", "H", "H", "H", "H", "H", "H", "H", "H", "H", "H", "H", "H", "H", "H", "H", "H", "C", "C", "O", "C", "C", "H", "H", "H", "H", "H", "H", "H", "H", "H", "H", "C", "C", "O", "C", "C", "H", "H", "H", "H", "H", "H", "H", "H", "H", "H", "C", "C", "O", "C", "C", "H", "H", "H", "H", "H", "H", "H", "H", "H", "H", "C", "C", "O", "C", "C", "H", "H", "H", "H", "H", "H", "H", "H", "H", "H", "C", "C", "O", "C", "C", "H", "H", "H", "H", "H", "H", "H", "H", "H", "H", "C", "C", "O", "C", "C", "H", "H", "H", "H", "H", "H", "H", "H", "H", "H", "C", "C", "O", "C", "C", "H", "H", "H", "H", "H", "H", "H", "H", "H", "H", "C", "C", "O", "C", "C", "H", "H", "H", "H", "H", "H", "H", "H", "H", "H"],
  "coordinates": [[-0.758, -5.864, 3.469], [-1.389, -4.466, 3.701], [-1.701, -3.863, 2.290], [-0.507, -2.995, 1.855], [-0.573, -2.602, 0.420], [-1.812, -2.765, -0.154], [-2.923, -2.023, -0.164], [-2.926, -0.673, 0.541], [-1.800, 0.305, 0.039], [-1.492, 0.157, -1.455], [-0.989, 1.740, -2.185], [-2.015, 2.208, -3.036], [-0.568, 2.672, -1.194], [0.280, 1.466, -3.132], [-3.928, -2.675, -0.870], [-5.223, -2.286, -1.159], [-6.232, -3.369, -0.953], [-5.762, -1.114, -0.465], [-5.997, -1.132, 1.060], [-6.055, -0.148, -1.083], [-3.364, -3.798, -1.306], [-3.878, -4.929, -2.175], [-3.109, -5.069, -3.432], [-2.926, -6.493, -3.724], [-2.123, -3.906, -0.897], [-1.163, -4.970, -1.107], [-0.164, -4.754, -2.280], [0.613, -5.608, -2.483], [-0.230, -2.955, -3.450], [-0.565, -6.397, 4.401], [-1.377, -6.457, 2.785], [0.186, -5.711, 2.926], [-0.642, -3.822, 4.168], [-2.325, -4.544, 4.257], [-2.631, -3.286, 2.345], [-1.820, -4.733, 1.633], [0.368, -3.654, 1.954], [-0.329, -2.157, 2.537], [-0.166, -1.698, 0.237], [-3.842, -0.088, 0.530], [-2.676, -0.847, 1.597], [-2.199, 1.317, 0.176], [-0.916, 0.262, 0.679], [-2.332, -0.201, -2.051], [-0.606, -0.477, -1.545], [1.072, 1.363, -2.578], [-5.843, -4.139, -0.279], [-6.500, -3.782, -1.927], [-7.166, -2.983, -0.537], [-5.112, -1.622, 1.496], [-6.037, -0.118, 1.449], [-6.855, -1.753, 1.319], [-3.722, -5.866, -1.628], [-4.935, -4.868, -2.434], [-3.639, -4.613, -4.162], [-2.495, -6.620, -4.720], [-3.888, -7.032, -3.685], [-2.257, -6.997, -3.019], [-0.552, -4.991, -0.198], [-1.643, -5.946, -1.160], [5.708, -1.568, -3.315], [4.315, -2.049, -3.678], [3.350, -1.011, -3.732], [3.584, 0.012, -4.690], [3.613, -0.486, -6.123], [5.686, -0.984, -2.394], [6.380, -2.415, -3.181], [6.129, -0.931, -4.095], [3.969, -2.742, -2.909], [4.326, -2.609, -4.619], [4.499, 0.561, -4.445], [2.760, 0.721, -4.583], [4.473, -1.135, -6.303], [3.680, 0.352, -6.816], [2.714, -1.061, -6.350], [1.130, -3.141, 8.596], [2.140, -2.480, 7.669], [1.559, -1.609, 6.707], [0.838, -0.505, 7.233], [1.686, 0.414, 8.088], [0.349, -3.641, 8.026], [1.626, -3.874, 9.234], [0.644, -2.411, 9.245], [2.657, -3.254, 7.098], [2.906, -1.953, 8.245], [-0.041, -0.852, 7.789], [0.460, 0.050, 6.373], [2.014, -0.081, 9.004], [1.119, 1.299, 8.377], [2.581, 0.728, 7.548], [-1.377, -0.087, -6.131], [-0.584, 0.931, -6.930], [0.434, 0.355, -7.730], [0.007, -0.555, -8.727], [-0.919, 0.061, -9.761], [-0.704, -0.722, -5.550], [-2.067, 0.417, -5.454], [-1.965, -0.741, -6.780], [-0.079, 1.605, -6.240], [-1.249, 1.551, -7.542], [-0.452, -1.438, -8.266], [0.913, -0.902, -9.225], [-1.877, 0.348, -9.325], [-1.122, -0.651, -10.562], [-0.472, 0.959, -10.190], [0.304, 4.623, 5.543], [0.914, 3.336, 5.013], [-0.051, 2.448, 4.464], [-0.764, 3.002, 3.370], [0.131, 3.384, 2.204], [-0.501, 4.413, 6.250], [1.058, 5.233, 6.042], [-0.124, 5.218, 4.733], [1.398, 2.800, 5.832], [1.696, 3.551, 4.277], [-1.362, 3.858, 3.698], [-1.474, 2.235, 3.047], [0.797, 4.208, 2.467], [-0.466, 3.705, 1.349], [0.756, 2.540, 1.902], [1.955, 6.701, -0.309], [0.625, 6.966, 0.375], [0.728, 7.091, 1.784], [1.538, 8.151, 2.263], [1.053, 9.528, 1.844], [2.454, 5.841, 0.141], [1.802, 6.505, -1.371], [2.630, 7.554, -0.222], [-0.038, 6.119, 0.192], [0.132, 7.847, -0.052], [2.582, 7.996, 1.969], [1.509, 8.082, 3.351], [1.142, 9.675, 0.766], [1.643, 10.303, 2.332], [0.003, 9.662, 2.107], [0.868, 4.528, 9.639], [2.122, 3.880, 10.205], [3.207, 3.857, 9.295], [3.676, 5.117, 8.851], [4.198, 6.004, 9.968], [0.589, 4.072, 8.687], [0.038, 4.422, 10.338], [1.018, 5.594, 9.459], [1.907, 2.837, 10.444], [2.418, 4.361, 11.143], [2.900, 5.632, 8.272], [4.490, 4.906, 8.156], [3.399, 6.312, 10.645], [4.648, 6.908, 9.557], [4.944, 5.475, 10.562], [11.949, -0.066, -3.899], [10.865, -1.123, -4.018], [9.551, -0.605, -3.915], [9.171, 0.339, -4.900], [9.199, -0.215, -6.315], [11.815, 0.523, -2.991], [12.934, -0.534, -3.875], [11.932, 0.626, -4.744], [10.973, -1.833, -3.197], [10.978, -1.697, -4.945], [9.783, 1.243, -4.820], [8.148, 0.634, -4.660], [10.215, -0.448, -6.636], [8.790, 0.513, -7.017], [8.616, -1.135, -6.380], [-10.089, -0.649, -3.588], [-8.902, -1.560, -3.336], [-9.260, -2.921, -3.143], [-9.914, -3.558, -4.229], [-9.080, -3.613, -5.497], [-10.837, -0.765, -2.802], [-9.767, 0.392, -3.619], [-10.575, -0.874, -4.538], [-8.405, -1.244, -2.417], [-8.161, -1.471, -4.138], [-10.884, -3.088, -4.418], [-10.123, -4.576, -3.898], [-8.915, -2.619, -5.915], [-9.583, -4.211, -6.257], [-8.100, -4.051, -5.295]]
}


(3)
{
  "formula": "C47H53BF3N8PbSb",
  "method": "ωB97M-V/def2-TZVPD",
  "charge": 1,
  "homo_lumo_gap_ev": [7.988, 6.597],
  "spin_multiplicity": 2,
  "lumo_energy_ev": [-2.64, -4.08],
  "fmax_ha_per_bohr": 0.0272,
  "e_homo_ha": [-0.3907, -0.3925],
  "total_energy_ev": -82130.3952,
  "symbols": ["Pb", "C", "C", "N", "N", "C", "B", "N", "C", "C", "C", "N", "N", "C", "C", "C", "N", "N", "C", "C", "C", "N", "H", "H", "H", "H", "H", "H", "H", "H", "H", "H", "H", "H", "C", "C", "C", "C", "C", "C", "C", "C", "C", "C", "C", "C", "C", "C", "C", "C", "C", "H", "H", "H", "H", "H", "H", "H", "H", "H", "H", "H", "H", "H", "H", "H", "H", "H", "H", "H", "H", "H", "H", "H", "H", "H", "H", "H", "H", "H", "F", "C", "C", "C", "C", "C", "C", "Sb", "C", "C", "C", "C", "F", "C", "C", "C", "C", "C", "C", "F", "C", "C", "H", "H", "H", "H", "H", "H", "H", "H", "H", "H", "H", "H"],
  "coordinates": [[-0.584, -0.936, 0.446], [2.986, -2.010, 3.139], [2.362, -1.971, 1.899], [1.174, -1.377, 2.003], [1.012, -1.032, 3.292], [2.087, -1.409, 3.995], [-0.333, -0.528, 3.890], [-0.797, 0.765, 3.166], [-1.289, 1.873, 3.733], [-1.618, 2.775, 2.738], [-1.296, 2.119, 1.561], [-0.811, 0.909, 1.832], [-1.360, -1.634, 3.614], [-2.012, -2.445, 4.460], [-2.683, -3.398, 3.720], [-2.383, -3.095, 2.399], [-1.587, -2.028, 2.346], [-0.119, -0.215, 5.341], [0.710, 0.763, 5.804], [0.697, 0.717, 7.173], [-0.178, -0.339, 7.472], [-0.652, -0.884, 6.374], [3.941, -2.429, 3.373], [2.717, -2.356, 0.964], [2.163, -1.240, 5.050], [-1.387, 1.969, 4.795], [-2.035, 3.753, 2.858], [-1.387, 2.438, 0.546], [-1.948, -2.287, 5.519], [-3.293, -4.197, 4.088], [-2.690, -3.592, 1.501], [1.244, 1.397, 5.128], [1.225, 1.344, 7.861], [-0.472, -0.713, 8.431], [-3.141, 1.066, -1.104], [-2.297, 0.909, -2.180], [-2.210, -0.563, -2.434], [-2.973, -1.172, -1.452], [-3.634, -0.184, -0.666], [-4.792, -0.380, 0.257], [-4.411, 0.079, 1.673], [-5.249, -1.839, 0.306], [-5.970, 0.479, -0.243], [-1.538, -1.384, -3.517], [-1.845, -0.871, -4.931], [-0.020, -1.440, -3.279], [-2.037, -2.839, -3.487], [-1.792, 2.116, -2.941], [-1.793, 3.386, -2.073], [-0.354, 1.993, -3.453], [-2.776, 2.386, -4.095], [-3.459, 1.995, -0.680], [-3.196, -2.215, -1.385], [-3.605, -0.536, 2.062], [-5.270, -0.019, 2.331], [-4.088, 1.116, 1.674], [-4.452, -2.483, 0.664], [-5.567, -2.179, -0.676], [-6.092, -1.939, 0.985], [-5.727, 1.538, -0.225], [-6.835, 0.316, 0.394], [-6.237, 0.207, -1.261], [-1.404, 0.095, -5.138], [-2.922, -0.808, -5.071], [-1.454, -1.570, -5.666], [0.407, -0.450, -3.160], [0.473, -1.936, -4.112], [0.183, -2.014, -2.375], [-3.113, -2.890, -3.630], [-1.775, -3.335, -2.557], [-1.569, -3.392, -4.297], [-1.086, 3.300, -1.251], [-2.777, 3.630, -1.686], [-1.473, 4.226, -2.685], [0.313, 1.777, -2.617], [-0.039, 2.940, -3.885], [-0.230, 1.237, -4.217], [-3.736, 2.692, -3.685], [-2.942, 1.510, -4.710], [-2.396, 3.190, -4.721], [4.250, 4.267, -5.091], [3.874, 3.391, -4.147], [3.948, 3.760, -2.816], [3.535, 2.861, -1.847], [3.067, 1.608, -2.211], [3.010, 1.255, -3.552], [3.413, 2.144, -4.531], [2.285, 0.207, -0.752], [3.432, -1.479, -1.490], [2.851, -2.741, -1.472], [3.541, -3.851, -1.924], [4.831, -3.679, -2.398], [5.515, -4.751, -2.820], [5.426, -2.431, -2.447], [4.716, -1.330, -1.995], [3.472, 0.832, 0.940], [2.844, 1.594, 1.915], [3.540, 2.028, 3.029], [4.874, 1.682, 3.155], [5.559, 2.104, 4.228], [5.517, 0.908, 2.204], [4.805, 0.486, 1.094], [4.315, 4.741, -2.561], [3.586, 3.145, -0.803], [2.653, 0.272, -3.837], [3.367, 1.892, -5.578], [1.842, -2.870, -1.097], [3.100, -4.835, -1.912], [6.426, -2.331, -2.836], [5.169, -0.350, -2.052], [1.799, 1.854, 1.810], [3.074, 2.638, 3.788], [6.555, 0.650, 2.339], [5.301, -0.126, 0.353]]
}


(4)
{
  "formula": "C10H18BrCl3N2OP",
  "method": "ωB97M-V/def2-TZVPD",
  "charge": 1,
  "homo_lumo_gap_ev": 8.821,
  "lumo_energy_ev": -3.74,
  "fmax_ha_per_bohr": 0.0291,
  "e_homo_ha": -0.4617,
  "total_energy_ev": -132582.4864,
  "symbols": ["C", "C", "C", "C", "C", "C", "C", "P", "O", "Cl", "N", "C", "N", "Br", "H", "H", "H", "H", "H", "H", "H", "H", "H", "H", "H", "H", "H", "H", "Cl", "C", "C", "Cl", "H", "H", "H", "H"],
  "coordinates": [[-3.930, -0.435, 0.997], [-3.208, -1.748, 0.653], [-1.853, -1.879, 1.370], [-0.597, -1.573, 0.515], [-0.423, -2.520, -0.671], [-0.492, -0.123, 0.145], [-1.094, 0.671, -0.808], [-2.335, 0.223, -2.094], [-1.443, -0.703, -3.091], [-2.562, 2.087, -2.997], [-0.612, 1.955, -0.656], [0.257, 1.986, 0.344], [0.341, 0.755, 0.828], [1.430, 0.390, 2.267], [-3.348, 0.446, 0.722], [-4.079, -0.421, 2.078], [-4.904, -0.400, 0.513], [-3.154, -1.912, -0.423], [-3.862, -2.533, 1.040], [-1.874, -1.181, 2.211], [-1.724, -2.898, 1.734], [0.249, -1.765, 1.182], [-0.318, -3.530, -0.270], [-1.267, -2.526, -1.354], [0.481, -2.307, -1.242], [-1.830, -0.700, -3.979], [-0.878, 2.767, -1.198], [0.758, 2.875, 0.686], [3.602, 0.612, 0.349], [4.565, 2.120, 0.246], [6.023, 1.843, -0.012], [6.804, 1.067, 1.384], [4.423, 2.670, 1.174], [4.150, 2.707, -0.572], [6.545, 2.781, -0.193], [6.160, 1.200, -0.877]]
}